1.
Molecular formula: C22H39F5IrN4OSeSi
Method: DFT, ωB97M-V with the def2-TZVPD basis set

Geometry as ORCA input:
```
! RIJCOSX wB97M-V def2-TZVPD def2/J DEFGRID3
* xyz 2 6
Ir 0.42305 2.48151 0.07057
N 2.72597 2.77420 -0.26724
C 3.06383 4.15046 -0.70788
C 2.13668 5.13392 -0.02645
N 0.74474 4.76340 -0.33497
H 3.12300 2.60891 0.65762
H 3.15950 2.10597 -0.89818
H 2.93367 4.20675 -1.78929
H 4.09807 4.40462 -0.47726
H 2.37335 6.14615 -0.35658
H 2.26821 5.09739 1.05546
H 0.53861 4.95260 -1.31312
H 0.10586 5.32490 0.22153
C -3.73597 4.03149 -0.69960
Si -3.10428 2.29653 -0.35514
C -3.90219 1.74859 1.26525
C -3.72697 1.11672 -1.68039
O -1.46040 2.25577 -0.22227
H -4.82543 4.01209 -0.72395
H -3.36789 4.40155 -1.65862
H -3.40970 4.70947 0.09134
H -4.95891 1.55110 1.08816
H -3.79361 2.54218 2.00392
H -3.41689 0.84592 1.64187
H -4.81617 1.14575 -1.70374
H -3.40773 0.09432 -1.46563
H -3.34900 1.40513 -2.66380
C -0.93206 -1.12773 -4.95243
C -1.22195 -2.55485 -4.49214
C -1.12975 -2.72434 -2.97554
C 0.31808 -2.66423 -2.49019
N 0.39947 -2.84832 -1.03788
C 0.57258 -1.88720 -0.09679
Se 1.15010 -0.18290 -0.52886
N 0.45463 -2.44013 1.13024
C 0.59459 -1.77580 2.43032
C 1.88343 -2.17364 3.15550
C 3.17140 -1.80037 2.42126
C 3.42170 -0.29490 2.36161
C 0.21982 -3.78340 0.97898
C 0.05071 -4.80772 1.91554
C -0.12170 -6.07303 1.41564
C -0.15566 -6.33268 0.02216
C -0.02790 -5.33020 -0.90461
C 0.17633 -4.04131 -0.40271
H -1.07079 -1.04234 -6.02872
H 0.09504 -0.82940 -4.72995
H -1.61025 -0.42156 -4.46872
H -0.53330 -3.24942 -4.98086
H -2.22961 -2.83135 -4.80250
H -1.56011 -3.68602 -2.68779
H -1.70974 -1.93946 -2.48000
H 0.75971 -1.70193 -2.73643
H 0.91018 -3.44870 -2.96258
H -0.26412 -2.05815 3.03938
H 0.55946 -0.70313 2.26921
H 1.87895 -3.24919 3.33816
H 1.86363 -1.67338 4.12583
H 3.16296 -2.22234 1.40967
H 4.00252 -2.26938 2.94819
H 2.67941 0.21395 1.74039
H 4.40795 -0.09358 1.94164
H 3.37537 0.14566 3.35810
H 0.05330 -4.62000 2.97940
H -0.23825 -6.90092 2.10124
H -0.28528 -7.35134 -0.31621
H -0.07818 -5.53287 -1.96488
F 0.10953 1.30982 2.86261
C 0.51727 2.48346 2.31164
F 1.83081 2.63350 2.68772
C -0.28259 3.61719 2.96346
F -1.55276 3.56789 2.55395
F -0.25965 3.59136 4.28275
F 0.22527 4.79690 2.54364
*
```

total energy = -4449.99388 a.u.
maximum force = 0.05458 hartree/bohr

2.
Molecular formula: C7H16N2
Method: DFT, ωB97M-V with the def2-TZVPD basis set

Geometry as ORCA input:
```
! RIJCOSX wB97M-V def2-TZVPD def2/J DEFGRID3
* xyz 0 1
C -0.04244 0.92455 -0.11347
C 0.98152 -1.08478 1.01955
C 1.25823 0.28248 0.39442
C 0.17339 1.68327 -1.41930
C -0.60562 1.88873 0.94464
N -0.74350 -1.07421 0.94486
N 1.49252 -2.13678 0.28157
C -1.01921 -0.29009 -0.34825
C -0.71012 -1.19823 -1.49726
H 1.16197 -1.14974 2.09261
H 1.45354 -3.04086 0.73445
H -1.14713 -0.64820 1.77472
H -1.12369 -2.01108 0.82299
H 0.95488 -2.10874 -0.75018
H 1.92105 0.13877 -0.46007
H 1.79907 0.90674 1.10782
H -2.05105 0.10151 -0.31696
H -0.75643 2.14907 -1.75431
H 0.91558 2.47378 -1.28587
H 0.52045 0.99090 -2.18600
H -0.68595 1.43186 1.93612
H 0.04957 2.75318 1.06473
H -1.59208 2.25467 0.65086
H -1.34199 -0.98006 -2.35427
H -0.86257 -2.25675 -1.28337
*
```

total energy = -385.70534 a.u.
maximum force = 0.05218 hartree/bohr

3.
Molecular formula: C3H10N2O
Method: DFT, ωB97M-V with the def2-TZVPD basis set

Geometry as ORCA input:
```
! RIJCOSX wB97M-V def2-TZVPD def2/J DEFGRID3
* xyz -1 2
C -1.91164 0.84695 1.05620
C -0.87225 0.55733 0.00628
C 0.38009 0.10317 0.23731
N 1.32968 -0.14077 -0.80612
N -1.32201 1.00164 -1.27555
H -2.58225 1.70062 0.94171
H -1.44832 0.85322 2.04604
H -2.62303 0.00646 1.05710
H 0.70034 0.22086 1.27803
H 1.04089 -0.03028 -1.77619
H 2.11219 0.50580 -0.75583
H -2.10703 0.42741 -1.58066
H -0.64780 0.97705 -2.02323
H 2.20578 -2.78073 0.09052
H 2.75395 -1.67325 0.87643
O 2.99142 -2.57549 0.62795
*
```

total energy = -304.97888 a.u.
maximum force = 0.04097 hartree/bohr

4.
Molecular formula: C36H64ClN3O10
Method: DFT, ωB97M-V with the def2-TZVPD basis set

Geometry as ORCA input:
```
! RIJCOSX wB97M-V def2-TZVPD def2/J DEFGRID3
* xyz 0 1
C 6.60485 4.34368 -1.48624
C 5.91183 5.73178 -2.11144
Cl 6.12604 5.87370 -3.96553
C 4.39317 6.00668 -1.57939
C 3.26338 4.90967 -2.13992
C 3.60787 3.61542 -3.06834
N 2.65883 2.57415 -3.59872
C 1.29479 2.91109 -3.06928
C 0.07044 1.85040 -3.48787
C -1.50297 2.04542 -2.97552
C -1.92919 3.34139 -2.00870
C -3.47702 3.47874 -1.48600
C -3.98848 3.06424 0.05290
C -5.58317 3.23947 0.33033
N -6.68675 3.74636 -0.53367
C -6.30311 4.13416 -1.92075
C -4.75684 4.00434 -2.40632
C -0.71553 4.37621 -1.62967
C 0.85801 4.17246 -2.14335
N 1.85586 5.18608 -1.67710
H 6.68519 3.50290 -2.31405
H 7.68756 4.61197 -1.12586
H 6.01241 3.94686 -0.52992
H 6.58379 6.61107 -1.66164
H 4.05070 7.11713 -1.77109
H 4.37703 5.87089 -0.39491
H 4.75354 3.46702 -3.37064
H 0.32640 0.91280 -4.15807
H -2.35290 1.28106 -3.24453
H -3.21127 2.66116 0.85792
H -5.92515 2.89975 1.42497
H -7.16576 4.51007 -2.65405
H -4.51403 4.33763 -3.52151
H -0.94861 5.32837 -0.94819
C 0.88790 -2.86501 -0.55742
O -0.44640 -2.36829 -0.59221
C -0.92174 -1.99330 0.70433
C -0.81520 -0.47782 0.92444
O 0.54942 -0.04718 0.93099
C 0.95414 0.49508 -0.32225
H 1.29072 -2.83256 -1.57381
H 1.53748 -2.26601 0.08900
H 0.88333 -3.90277 -0.21171
H -0.38952 -2.54477 1.48810
H -1.97745 -2.27837 0.75266
H -1.23090 -0.23894 1.90816
H -1.39291 0.07196 0.17257
H 0.58556 1.52286 -0.40837
H 0.58802 -0.09286 -1.16900
H 2.04538 0.50849 -0.35332
C 6.17214 -5.72115 -0.49829
O 6.40808 -5.15075 0.78518
C 5.69952 -3.92190 0.97346
C 4.40833 -4.13584 1.77568
O 3.47793 -4.95177 1.05714
C 3.50910 -6.31177 1.47890
H 6.46963 -6.77314 -0.46411
H 5.11738 -5.67147 -0.78748
H 6.78169 -5.20529 -1.24584
H 5.49128 -3.44162 0.01033
H 6.35699 -3.25774 1.54332
H 3.92931 -3.16407 1.92981
H 4.62230 -4.56550 2.76104
H 2.94456 -6.41488 2.41178
H 4.52861 -6.67832 1.63042
H 3.03097 -6.92027 0.70879
C -0.91210 4.68990 2.62876
O -2.24640 5.18662 2.59397
C -2.72174 5.56161 3.89051
C -2.61520 7.07709 4.11062
O -1.25058 7.50773 4.11717
C -0.84586 8.04999 2.86393
H -0.50928 4.72235 1.61237
H -0.26252 5.28890 3.27519
H -0.91667 3.65214 2.97447
H -2.18952 5.01014 4.67428
H -3.77745 5.27653 3.93884
H -3.03090 7.31597 5.09434
H -3.19291 7.62687 3.35875
H -1.21444 9.07777 2.77782
H -1.21198 7.46205 2.01718
H 0.24538 8.06340 2.83286
C -3.31854 -5.85712 5.41470
O -2.30202 -6.64892 4.80805
C -2.34383 -6.58704 3.37906
C -1.30735 -5.59693 2.82964
O -1.60408 -4.25594 3.23137
C -0.83431 -3.84269 4.35615
H -3.04564 -5.69493 6.46140
H -3.42743 -4.88023 4.93257
H -4.27149 -6.39278 5.37653
H -3.35254 -6.33735 3.03001
H -2.09962 -7.58758 3.00837
H -1.34922 -5.62017 1.73636
H -0.29258 -5.87842 3.13350
H 0.17222 -3.56605 4.02450
H -0.76207 -4.62138 5.12109
H -1.31368 -2.96585 4.79581
C -3.48195 -4.36687 -5.49946
O -2.40037 -4.53302 -4.58793
C -1.32104 -3.63190 -4.85371
C -1.36360 -2.41432 -3.91981
O -2.52941 -1.61841 -4.15458
C -3.56905 -1.88834 -3.21930
H -4.36879 -4.83825 -5.06625
H -3.70972 -3.31241 -5.68613
H -3.24364 -4.86312 -6.44468
H -1.32220 -3.32329 -5.90557
H -0.39271 -4.18101 -4.66714
H -0.49620 -1.78197 -4.13265
H -1.30692 -2.72055 -2.86894
H -3.35318 -1.37113 -2.27828
H -3.68813 -2.95830 -3.02515
H -4.50527 -1.50190 -3.62685
*
```

SMILES = C[C@@H](Cl)Cc1cnc2ccc(-c3ccncc3)cc2n1.COCCOC.COCCOC.COCCOC.COCCOC.COCCOC
total energy = -2786.06786 a.u.
maximum force = 0.15412 hartree/bohr